(1)
Here is a structure of composition C36H36FI2N3O4SScSi from OMol25. Energies are from ωB97M-V/def2-TZVPD.

Calculated values
Energy relative to the best compared isomer or geometry (same formula, charge and spin) in kJ/mol: 12.6
Calculated total energy in Ha: -4002.6330
Frontier orbital gap in eV: 6.73
LUMO energy in eV: 2.01
HOMO in Ha: -0.1737
Charge: -1

Each line ends with the Löwdin charge.
Cartesian coordinates (Å):
Sc  0.125  -0.094  -0.271  0.99
I  4.026  -6.757  1.642  0.79
C  3.199  -4.851  1.365  -0.75
C  4.023  -3.737  1.400  -0.24
C  3.452  -2.493  1.189  -0.62
I  4.654  -0.779  1.197  0.91
C  2.069  -2.305  0.946  -0.43
O  1.565  -1.136  0.724  -0.24
C  1.271  -3.475  0.911  -0.14
C  -0.220  -3.375  0.664  -0.14
N  -0.606  -2.522  -0.459  -0.10
C  -0.319  -3.082  -1.775  -0.13
C  1.149  -2.935  -2.074  -0.26
C  1.986  -4.005  -2.359  -0.02
C  3.342  -3.768  -2.512  -0.06
C  3.813  -2.470  -2.388  -0.06
C  2.902  -1.460  -2.123  -0.13
N  1.601  -1.687  -1.971  0.10
C  1.842  -4.719  1.124  -0.13
H  5.085  -3.830  1.580  0.08
H  -0.707  -2.957  1.546  0.12
H  -0.608  -4.390  0.523  0.12
H  -1.596  -2.304  -0.366  0.00
H  -0.878  -2.493  -2.502  0.12
H  -0.623  -4.132  -1.859  0.12
H  1.582  -5.009  -2.411  0.11
H  4.024  -4.591  -2.697  0.11
H  4.868  -2.242  -2.466  0.10
H  3.216  -0.431  -1.987  0.09
H  1.211  -5.601  1.082  0.10
C  -5.306  1.550  1.964  -0.20
Si  -4.649  0.412  3.286  0.47
C  -5.592  -1.198  3.335  -0.19
C  -4.947  1.278  4.933  -0.20
C  -2.796  0.121  3.184  -0.25
C  -1.967  0.375  4.260  -0.10
C  -0.587  0.165  4.175  -0.08
C  -0.083  -0.244  2.965  -0.14
N  -0.843  -0.492  1.891  -0.06
C  -2.192  -0.367  1.982  -0.74
S  -3.130  -0.790  0.599  0.64
H  -6.300  1.919  2.238  0.02
H  -5.363  1.031  1.007  0.00
H  -4.643  2.413  1.837  0.03
H  -6.671  -1.023  3.414  0.03
H  -5.278  -1.794  4.197  0.03
H  -5.394  -1.769  2.426  0.01
H  -5.995  1.584  5.027  0.02
H  -4.329  2.178  5.022  0.03
H  -4.715  0.620  5.778  0.03
H  -2.386  0.743  5.193  0.09
H  0.071  0.344  5.015  0.09
H  0.983  -0.369  2.816  0.11
C  4.495  3.641  -4.163  -0.08
O  4.014  4.563  -3.199  -0.08
C  3.187  4.080  -2.239  -0.28
C  2.721  5.047  -1.320  -0.02
C  1.869  4.649  -0.332  -0.03
C  1.428  3.315  -0.210  -0.09
C  0.480  2.930  0.802  -0.34
C  0.150  3.861  1.940  0.00
O  -0.122  1.849  0.786  -0.02
C  1.923  2.334  -1.119  -0.30
O  1.628  1.093  -1.029  -0.14
C  2.812  2.763  -2.142  0.06
H  5.124  4.213  -4.839  0.09
H  3.674  3.190  -4.725  0.10
H  5.087  2.850  -3.697  0.09
H  3.040  6.076  -1.429  0.11
H  1.497  5.392  0.364  0.11
H  1.044  4.344  2.331  0.08
H  -0.341  3.283  2.720  0.08
H  -0.540  4.637  1.596  0.10
H  3.155  2.005  -2.833  0.11
F  -2.907  1.830  -5.638  0.01
C  -2.294  1.364  -4.512  -0.31
C  -1.126  0.645  -4.634  -0.04
C  -0.509  0.184  -3.470  -0.15
C  -1.022  0.395  -2.181  -0.21
C  -2.212  1.136  -2.147  -0.16
C  -2.854  1.629  -3.283  -0.04
H  -0.704  0.462  -5.617  0.10
H  0.426  -0.350  -3.589  0.07
H  -2.686  1.336  -1.190  0.05
H  -3.774  2.199  -3.217  0.11

=====

(2)
Here is a cluster of 3 separate species, C36H36N5OPS2 in total at a distorted geometry from OMol25. Energies are from ωB97M-V/def2-TZVPD.

Calculated values
Calculated total energy in Ha: -2879.0654
Frontier orbital gap in eV: 6.43
SMILES string: Cc1cc(P(C)O)cc2ncc(CCCSC(=S)N(c3ccccc3)c3ccccc3)nc12.c1ccncc1.c1ccncc1
LUMO energy in eV: -1.41
HOMO in Ha: -0.2882
Charge: 0

Each line ends with the Löwdin charge.
Cartesian coordinates (Å):
C  -2.866  -1.781  5.463  -0.13
C  -1.675  -2.689  4.784  -0.13
C  -1.665  -4.307  5.048  -0.04
C  -0.518  -5.274  4.352  -0.35
P  -0.541  -7.165  4.622  0.83
C  -1.900  -7.836  3.430  -0.34
O  0.971  -7.769  4.000  -0.40
C  0.618  -4.530  3.433  -0.01
C  0.604  -2.886  3.165  -0.15
N  1.692  -2.337  2.287  0.03
C  1.580  -0.855  2.063  -0.03
C  0.388  0.028  2.730  -0.15
C  0.370  1.656  2.347  -0.14
C  0.156  1.688  0.690  -0.27
C  -0.878  2.888  0.205  -0.49
S  -1.776  2.354  -1.349  0.79
C  -0.679  1.376  -2.510  -0.90
S  -0.243  -0.288  -2.288  0.66
N  -0.140  2.029  -3.764  -0.19
C  1.252  2.593  -3.585  -0.16
C  1.768  3.570  -2.374  -0.01
C  3.321  4.136  -2.271  -0.06
C  4.394  3.690  -3.434  -0.08
C  3.975  2.683  -4.666  -0.06
C  2.410  2.151  -4.707  0.02
C  -1.122  3.039  -4.314  -0.18
C  -1.042  4.670  -4.164  0.00
C  -2.267  5.602  -4.809  -0.06
C  -3.578  4.966  -5.596  -0.07
C  -3.653  3.328  -5.754  -0.07
C  -2.444  2.422  -5.118  0.00
N  -0.699  -0.445  3.653  0.09
C  -0.532  -1.929  3.828  -0.11
H  -3.908  -2.146  5.037  0.09
H  -2.766  -1.920  6.630  0.09
H  -2.799  -0.634  5.242  0.07
H  -2.527  -4.760  5.721  0.10
H  -2.988  -7.682  3.834  0.05
H  -1.755  -9.011  3.308  0.06
H  -1.838  -7.396  2.342  0.05
H  0.825  -8.203  3.086  0.08
H  1.471  -5.174  2.901  0.10
H  2.365  -0.313  1.356  0.12
H  -0.535  2.216  2.886  0.12
H  1.404  2.180  2.538  0.09
H  1.171  1.798  0.113  0.10
H  -0.410  0.669  0.434  0.08
H  -0.350  3.930  0.149  0.08
H  -1.706  2.964  1.060  0.10
H  1.026  3.932  -1.546  0.07
H  3.695  4.850  -1.417  0.08
H  5.520  4.087  -3.444  0.09
H  4.694  2.313  -5.523  0.09
H  2.106  1.425  -5.574  0.09
H  -0.153  5.178  -3.599  0.08
H  -2.136  6.774  -4.623  0.09
H  -4.450  5.626  -6.015  0.08
H  -4.552  2.755  -6.275  0.09
H  -2.524  1.257  -5.234  0.09
N  -5.155  -3.735  -3.678  0.05
C  -3.871  -4.076  -3.429  -0.15
C  -2.874  -3.161  -3.134  -0.07
C  -3.210  -1.812  -3.093  -0.10
C  -4.523  -1.429  -3.346  -0.07
C  -5.451  -2.418  -3.629  -0.16
H  -3.659  -5.140  -3.476  0.10
H  -1.860  -3.491  -2.940  0.10
H  -2.455  -1.065  -2.866  0.00
H  -4.817  -0.385  -3.323  0.10
H  -6.490  -2.170  -3.830  0.10
N  3.860  1.751  3.438  0.05
C  4.574  2.294  2.428  -0.16
C  5.959  2.326  2.394  -0.08
C  6.657  1.772  3.461  -0.08
C  5.949  1.206  4.517  -0.07
C  4.565  1.218  4.460  -0.14
H  3.984  2.717  1.620  0.09
H  6.480  2.774  1.555  0.10
H  7.743  1.779  3.470  0.11
H  6.464  0.766  5.364  0.10
H  3.968  0.786  5.258  0.11

=====

(3)
Here is a structure of composition C36H37AsBMnN2O4 at a distorted geometry from OMol25. Energies are from ωB97M-V/def2-TZVPD.

Calculated values
Energy relative to the best compared isomer or geometry (same formula, charge and spin) in kJ/mol: 67.8
Calculated total energy in Ha: -5216.0378
Frontier orbital gap (alpha / beta) in eV: 6.64 / 7.21
2S+1: 6
LUMO energy (alpha / beta) in eV: -2.91 / -3.10
HOMO (alpha / beta) in Ha: -0.3508 / -0.3789
Charge: +1

Each line ends with the Löwdin spin population.
Cartesian coordinates (Å):
Mn  0.399  0.244  0.278  4.64
O  -0.439  -5.591  -3.500  0.00
C  -1.529  -5.060  -2.782  0.00
C  -1.111  -3.777  -2.122  0.01
C  -2.020  -3.050  -1.359  0.00
C  -1.599  -1.881  -0.768  0.01
N  -0.354  -1.413  -0.895  0.03
C  0.534  -2.105  -1.622  0.01
C  0.179  -3.292  -2.250  0.00
C  1.901  -1.537  -1.686  0.01
C  2.930  -2.137  -2.400  0.00
C  4.193  -1.568  -2.387  0.01
C  5.338  -2.190  -3.133  0.00
O  4.860  -3.261  -3.915  0.00
C  4.387  -0.408  -1.646  0.00
C  3.318  0.129  -0.963  0.01
N  2.099  -0.411  -0.988  0.04
H  -0.703  -6.415  -3.918  0.00
H  -1.874  -5.752  -2.005  0.00
H  -2.381  -4.852  -3.440  0.00
H  -3.039  -3.390  -1.226  0.00
H  -2.271  -1.286  -0.160  0.00
H  0.891  -3.853  -2.834  0.00
H  2.773  -3.040  -2.968  0.00
H  6.081  -2.528  -2.402  0.00
H  5.811  -1.419  -3.753  0.00
H  5.600  -3.686  -4.359  0.00
H  5.357  0.069  -1.597  0.00
H  3.428  1.024  -0.365  0.00
C  -3.812  5.707  -3.088  0.00
C  -2.470  5.794  -2.743  0.00
C  -1.776  4.662  -2.344  0.00
C  -2.425  3.433  -2.295  0.01
C  -3.767  3.346  -2.652  0.00
C  -4.461  4.483  -3.041  0.00
As  -1.574  1.768  -1.717  0.01
C  -1.650  2.076  0.219  0.02
C  -2.729  1.809  1.053  0.01
C  -2.682  2.202  2.382  0.01
C  -1.552  2.841  2.883  0.00
C  -0.460  3.088  2.069  0.01
C  -0.506  2.714  0.730  0.01
C  0.571  2.909  -0.270  0.01
C  1.812  3.501  -0.037  0.01
C  2.714  3.637  -1.081  0.01
C  2.406  3.160  -2.352  0.01
C  1.185  2.545  -2.589  0.01
C  0.263  2.429  -1.558  0.01
H  -4.349  6.593  -3.399  0.00
H  -1.961  6.749  -2.785  0.00
H  -0.731  4.743  -2.072  0.00
H  -4.271  2.386  -2.634  0.00
H  -5.506  4.408  -3.314  0.00
H  -3.612  1.315  0.665  0.00
H  -3.524  2.010  3.034  0.00
H  -1.523  3.141  3.922  0.00
H  0.420  3.569  2.477  0.00
H  2.065  3.874  0.947  0.00
H  3.667  4.119  -0.907  0.00
H  3.122  3.272  -3.156  0.00
H  0.947  2.174  -3.579  0.00
C  -0.340  -0.146  5.224  0.00
C  -0.719  -1.092  4.090  0.00
C  -2.155  -1.553  4.245  0.00
O  -0.593  -0.345  2.849  0.03
B  0.675  -0.600  2.316  0.04
O  1.292  -1.613  2.992  0.01
C  0.321  -2.233  3.882  0.00
C  1.031  -2.695  5.138  0.00
C  -0.256  -3.427  3.129  0.00
H  -1.004  0.719  5.194  0.00
H  0.686  0.203  5.107  0.00
H  -0.443  -0.625  6.198  0.00
H  -2.801  -0.686  4.382  0.00
H  -2.259  -2.196  5.121  0.00
H  -2.495  -2.100  3.367  0.00
H  1.582  -1.881  5.604  0.00
H  1.737  -3.485  4.886  0.00
H  0.313  -3.093  5.858  0.00
H  -0.764  -3.100  2.219  0.00
H  -0.959  -3.985  3.748  0.00
H  0.562  -4.090  2.846  0.00

=====

(4)
Here is a structure of composition C36H37AuN3P2S3 from OMol25. Energies are from ωB97M-V/def2-TZVPD.

Calculated values
Energy relative to the best compared isomer or geometry (same formula, charge and spin) in kJ/mol: 7.8
Calculated total energy in Ha: -3570.4321
Frontier orbital gap in eV: 5.07
LUMO energy in eV: -9.81
HOMO in Ha: -0.5467
Charge: +3

Each line ends with the Löwdin charge.
Cartesian coordinates (Å):
Au  1.347  -1.087  0.522  1.01
C  -4.158  1.608  -4.664  -0.38
S  -2.904  2.537  -3.762  0.85
C  -2.976  1.696  -2.165  -0.51
C  -2.214  2.540  -1.152  -0.26
C  -1.952  1.866  0.185  -0.18
N  -0.932  0.776  0.103  -0.38
P  0.601  0.841  -0.586  0.91
C  1.596  2.168  0.069  -0.37
C  1.123  3.484  -0.033  -0.07
C  1.872  4.524  0.492  -0.02
C  3.090  4.264  1.110  -0.02
C  3.568  2.963  1.204  -0.04
C  2.824  1.915  0.688  -0.12
C  0.440  0.921  -2.339  -0.39
C  1.088  1.922  -3.070  -0.08
C  0.921  1.966  -4.444  -0.03
C  0.138  1.011  -5.081  -0.02
C  -0.488  0.001  -4.354  -0.05
C  -0.339  -0.050  -2.982  -0.11
P  -0.771  -0.429  1.248  0.89
C  -1.030  0.234  2.862  -0.37
C  -0.184  1.258  3.311  -0.09
C  -0.413  1.832  4.546  -0.03
C  -1.481  1.394  5.327  -0.01
C  -2.325  0.387  4.877  -0.03
C  -2.106  -0.203  3.642  -0.05
C  -1.825  -1.807  0.877  -0.36
C  -1.732  -2.979  1.639  -0.09
C  -2.572  -4.041  1.361  -0.03
C  -3.502  -3.939  0.330  -0.01
C  -3.594  -2.779  -0.426  -0.03
C  -2.753  -1.710  -0.161  -0.07
H  -4.211  2.044  -5.659  0.04
H  -5.131  1.712  -4.187  0.05
H  -3.889  0.557  -4.756  0.03
H  -2.533  0.700  -2.257  0.03
H  -4.018  1.581  -1.854  0.10
H  -2.777  3.453  -0.947  0.13
H  -1.271  2.867  -1.601  0.07
H  -2.865  1.405  0.569  0.13
H  -1.612  2.593  0.925  0.12
H  0.187  3.704  -0.530  0.10
H  1.509  5.539  0.412  0.13
H  3.673  5.081  1.512  0.13
H  4.522  2.768  1.674  0.12
H  3.216  0.906  0.760  0.08
H  1.704  2.662  -2.576  0.12
H  1.398  2.748  -5.019  0.13
H  0.011  1.053  -6.155  0.13
H  -1.092  -0.737  -4.863  0.13
H  -0.827  -0.833  -2.411  0.10
H  0.647  1.598  2.700  0.10
H  0.232  2.622  4.906  0.13
H  -1.658  1.848  6.293  0.13
H  -3.158  0.063  5.486  0.13
H  -2.767  -0.984  3.288  0.11
H  -1.018  -3.057  2.448  0.09
H  -2.511  -4.947  1.947  0.13
H  -4.161  -4.771  0.120  0.13
H  -4.326  -2.705  -1.219  0.13
H  -2.830  -0.802  -0.744  0.08
C  1.128  -2.344  4.120  -0.06
C  1.819  -3.107  3.046  -0.61
N  1.998  -2.738  1.787  -0.06
C  2.850  -3.609  1.118  -0.32
C  3.245  -4.672  1.855  -0.28
S  2.532  -4.606  3.400  1.21
C  3.337  -3.199  -0.190  -0.32
C  4.217  -3.836  -0.995  -0.28
S  4.583  -2.859  -2.341  1.22
C  3.565  -1.630  -1.777  -0.59
N  2.963  -1.941  -0.640  -0.07
C  3.403  -0.365  -2.540  -0.05
H  0.751  -1.400  3.747  0.04
H  1.831  -2.128  4.926  0.11
H  0.308  -2.918  4.551  0.10
H  3.917  -5.467  1.577  0.10
H  4.668  -4.805  -0.859  0.10
H  4.113  -0.322  -3.364  0.10
H  3.579  0.498  -1.895  0.09
H  2.400  -0.303  -2.962  0.06

=====

(5)
Here is a structure of composition C36H37BF10N3O3P3TaTe at a distorted geometry from OMol25. Energies are from ωB97M-V/def2-TZVPD.

Calculated values
Energy relative to the best compared isomer or geometry (same formula, charge and spin) in kJ/mol: 193.2
Calculated total energy in Ha: -4155.9399
Frontier orbital gap in eV: 6.05
LUMO energy in eV: -8.30
HOMO in Ha: -0.5273
Charge: +3

Each line ends with the Löwdin charge.
Cartesian coordinates (Å):
Ta  -0.600  1.543  1.254  1.56
Te  0.617  -2.388  -2.552  1.38
C  1.780  -4.157  -2.206  -0.53
C  2.776  -4.133  -1.279  -0.16
C  3.410  -5.362  -1.044  -0.14
N  3.036  -6.515  -1.531  0.10
C  1.996  -6.502  -2.376  -0.11
C  1.325  -5.350  -2.776  -0.11
C  0.761  -1.531  -0.582  -0.86
P  1.057  0.270  -0.571  0.89
C  2.767  0.704  -0.005  -0.39
C  2.899  1.550  1.094  -0.14
C  4.166  1.773  1.538  -0.08
C  5.300  1.303  0.898  -0.04
C  5.184  0.478  -0.210  -0.04
C  3.892  0.213  -0.694  -0.09
C  0.677  0.874  -2.281  -0.44
C  -0.626  0.692  -2.665  -0.23
C  -1.028  1.007  -3.960  -0.09
C  -0.163  1.623  -4.812  -0.07
C  1.115  1.934  -4.395  -0.07
C  1.554  1.527  -3.174  -0.08
P  0.500  -2.520  0.692  1.05
C  1.251  -2.321  2.225  -0.40
C  0.611  -2.707  3.343  -0.05
C  1.267  -2.417  4.578  -0.02
C  2.482  -1.795  4.542  -0.04
C  3.135  -1.446  3.357  -0.04
C  2.521  -1.702  2.172  -0.08
C  -0.458  -4.016  0.672  -0.38
C  -1.717  -3.876  0.188  -0.10
C  -2.528  -5.018  0.296  -0.04
C  -2.079  -6.205  0.851  -0.04
C  -0.783  -6.229  1.330  -0.06
C  0.114  -5.193  1.219  -0.05
H  3.176  -3.316  -0.728  0.08
H  4.334  -5.304  -0.441  0.13
H  1.679  -7.425  -2.873  0.13
H  0.502  -5.398  -3.449  0.09
H  2.044  1.858  1.726  0.06
H  4.305  2.451  2.348  0.11
H  6.234  1.592  1.256  0.10
H  6.102  0.005  -0.697  0.15
H  3.768  -0.496  -1.573  0.13
H  -1.355  0.257  -2.018  0.08
H  -2.049  0.818  -4.373  0.14
H  -0.515  1.880  -5.829  0.14
H  1.822  2.441  -5.026  0.12
H  2.573  1.642  -2.804  0.11
H  -0.313  -3.331  3.278  0.14
H  0.761  -2.631  5.516  0.13
H  3.061  -1.675  5.490  0.14
H  4.152  -1.033  3.395  0.13
H  3.001  -1.485  1.297  0.06
H  -2.054  -2.985  -0.257  0.08
H  -3.659  -5.012  -0.179  0.17
H  -2.692  -7.094  1.055  0.14
H  -0.529  -7.152  1.807  0.12
H  1.122  -5.247  1.672  0.14
F  -6.166  -1.334  -1.761  0.28
B  -4.951  -1.677  -1.345  -0.80
F  -0.605  -0.127  2.111  -0.45
F  -4.734  -2.870  -0.831  0.27
F  -3.983  -0.769  -1.406  0.24
N  1.093  6.909  -0.501  0.16
C  1.284  5.431  -0.613  -0.15
P  -0.273  4.474  -0.383  0.44
O  -1.258  5.319  0.326  -0.27
O  0.240  3.126  0.084  -0.51
C  -0.969  4.097  -2.030  -0.16
N  -2.446  3.811  -1.914  0.17
H  1.012  7.397  -1.453  0.22
H  1.766  7.354  0.145  0.19
H  0.172  7.170  -0.175  0.14
H  1.821  5.185  0.254  0.09
H  1.803  5.277  -1.580  0.14
H  -0.535  3.275  -2.640  0.09
H  -0.840  4.992  -2.562  0.09
H  -3.056  4.571  -1.494  0.18
H  -2.707  2.984  -1.327  0.13
H  -2.857  3.729  -2.842  0.17
C  -3.798  3.483  3.209  0.04
C  -3.530  2.467  2.121  -0.35
O  -2.160  2.363  1.844  -0.33
C  -4.003  1.023  2.534  -0.60
F  -3.392  0.175  1.775  0.15
F  -5.332  0.739  2.443  0.17
F  -3.636  0.725  3.773  0.19
C  -4.328  2.947  0.825  -0.55
F  -3.800  4.054  0.326  0.13
F  -4.217  2.031  -0.215  0.09
F  -5.598  3.125  0.962  0.25
H  -3.307  3.116  4.146  0.13
H  -4.832  3.474  3.535  0.12
H  -3.556  4.486  2.933  0.10